[1]
Molecular formula: C49H41IN10OSeTi
Method: DFT, the ωB97M-V functional and the def2-TZVPD basis

XYZ file:
```
104
Properties=species:S:1:pos:R:3:lowdin_charge:R:1
Ti 0.58 -0.24 -0.43 0.898
C -1.30 5.24 -3.71 -0.068
C -2.26 4.40 -4.31 -0.069
C -2.23 3.03 -4.11 -0.019
C -1.22 2.53 -3.30 -0.129
C -0.91 1.17 -2.86 -0.261
N -1.61 0.13 -3.25 0.228
C -1.28 -1.08 -2.87 -0.293
C -1.92 -2.25 -3.44 -0.129
C -2.91 -2.40 -4.40 0.003
C -3.27 -3.69 -4.75 -0.064
C -2.63 -4.80 -4.18 -0.066
C -1.62 -4.65 -3.24 -0.007
C -1.29 -3.35 -2.88 -0.136
C -0.29 -2.83 -1.97 -0.302
N 0.53 -3.63 -1.32 0.222
C 1.58 -3.17 -0.68 -0.337
N 2.00 -1.88 -0.60 -0.008
C 3.17 -1.89 0.14 -0.343
N 3.94 -0.88 0.40 0.225
C 3.63 0.34 0.00 -0.256
N 2.42 0.78 -0.50 0.074
C 2.58 2.11 -0.83 -0.282
N 1.71 2.92 -1.40 0.230
C 0.62 2.48 -1.97 -0.263
N 0.20 1.18 -2.07 0.088
C -0.27 3.35 -2.72 -0.120
C -0.29 4.73 -2.92 -0.008
C 3.92 2.54 -0.49 -0.142
C 4.56 3.77 -0.63 -0.011
C 5.88 3.84 -0.21 -0.068
C 6.54 2.71 0.32 -0.072
C 5.90 1.50 0.45 -0.005
C 4.57 1.43 0.04 -0.114
C 3.49 -3.25 0.55 -0.124
C 4.52 -3.77 1.31 0.001
C 4.51 -5.14 1.54 -0.067
C 3.51 -5.96 1.00 -0.069
C 2.49 -5.43 0.23 -0.005
C 2.50 -4.06 0.03 -0.125
N -0.33 -1.46 -1.95 0.050
H -1.36 6.31 -3.87 0.103
H -3.03 4.84 -4.93 0.103
H -2.96 2.37 -4.56 0.118
H -3.39 -1.53 -4.84 0.117
H -4.04 -3.84 -5.49 0.103
H -2.93 -5.80 -4.48 0.103
H -1.12 -5.50 -2.80 0.116
H 0.45 5.37 -2.46 0.116
H 4.04 4.62 -1.04 0.117
H 6.42 4.77 -0.30 0.102
H 7.57 2.81 0.64 0.102
H 6.40 0.63 0.85 0.115
H 5.29 -3.14 1.73 0.117
H 5.29 -5.59 2.14 0.103
H 3.53 -7.03 1.20 0.102
H 1.70 -6.05 -0.19 0.113
C -2.13 -5.06 0.75 -0.035
N -2.49 -4.15 1.82 -0.125
C -2.43 -4.44 3.18 -0.052
C -2.73 -3.30 3.83 -0.061
N -2.95 -2.33 2.87 -0.143
C -3.19 -0.92 3.16 -0.044
C -2.81 -2.85 1.63 -0.764
Se -2.92 -1.97 0.02 0.730
H -1.07 -4.95 0.49 0.078
H -2.72 -4.83 -0.13 0.057
H -2.33 -6.08 1.07 0.091
H -2.19 -5.42 3.54 0.121
H -2.78 -3.09 4.89 0.123
H -2.62 -0.63 4.04 0.094
H -4.25 -0.74 3.33 0.099
H -2.86 -0.34 2.31 0.033
I 0.42 -1.61 2.09 0.543
C -3.30 3.09 -0.81 -0.050
C -3.03 1.88 0.10 -0.346
C -4.38 1.32 0.61 -0.079
C -2.10 2.31 1.24 -0.121
C -2.58 3.25 2.14 -0.045
C -1.78 3.78 3.14 -0.063
C -0.47 3.37 3.23 -0.036
C 0.07 2.42 2.37 -0.119
C 1.55 2.11 2.51 -0.375
C 1.94 1.69 3.92 -0.067
C 2.38 3.34 2.09 -0.046
C -0.77 1.87 1.38 -0.184
O -0.29 0.95 0.48 -0.328
H -3.86 2.77 -1.69 0.081
H -2.38 3.57 -1.14 0.072
H -3.90 3.84 -0.29 0.084
H -2.54 1.10 -0.48 0.089
H -4.67 1.78 1.56 0.072
H -4.34 0.24 0.74 -0.013
H -5.17 1.54 -0.12 0.081
H -3.60 3.59 2.03 0.111
H -2.18 4.52 3.82 0.104
H 0.18 3.80 3.99 0.110
H 1.80 1.29 1.84 0.069
H 1.83 2.52 4.63 0.073
H 2.98 1.36 3.95 0.084
H 1.32 0.86 4.27 0.057
H 2.23 4.16 2.80 0.084
H 2.09 3.70 1.10 0.073
H 3.44 3.10 2.08 0.082
```

Values from the calculation:
Total charge: 0
F_max: 1.63 eV/Å
Lowest unoccupied orbital energy (spin up / spin down): -1.677 / -1.674 eV
Total energy: -6063.5127 a.u.
Relative energy (zero: lowest compared OMol25 entry of this formula, charge and spin): 0.0000 eV

=====

[2]
Molecular formula: C49H42CdCl5NO7P2
Method: DFT, the ωB97M-V functional and the def2-TZVPD basis

XYZ file:
```
107
Properties=species:S:1:pos:R:3:lowdin_charge:R:1
Cd 0.38 0.37 0.18 1.421
O -1.30 -1.33 0.20 -0.386
P -2.55 -1.85 -0.37 0.731
C -3.47 -0.62 -1.40 -0.289
P -2.29 0.32 -2.48 0.722
O -1.21 0.98 -1.73 -0.388
C -3.34 1.54 -3.36 -0.251
C -4.25 2.30 -2.65 -0.083
C -4.98 3.29 -3.30 -0.074
C -4.78 3.52 -4.65 -0.079
C -3.86 2.77 -5.36 -0.074
C -3.13 1.78 -4.71 -0.069
C -1.68 -0.84 -3.72 -0.291
C -0.31 -0.84 -3.96 -0.059
C 0.22 -1.67 -4.94 -0.059
C -0.62 -2.50 -5.66 -0.065
C -1.99 -2.50 -5.42 -0.081
C -2.52 -1.67 -4.46 -0.101
C -3.73 -2.30 0.95 -0.252
C -4.52 -3.44 0.92 -0.067
C -5.36 -3.72 1.98 -0.076
C -5.41 -2.87 3.08 -0.080
C -4.61 -1.74 3.11 -0.077
C -3.77 -1.46 2.05 -0.082
C -2.34 -3.33 -1.40 -0.276
C -1.14 -4.01 -1.31 -0.065
C -0.94 -5.15 -2.07 -0.060
C -1.96 -5.63 -2.88 -0.069
C -3.18 -4.97 -2.93 -0.079
C -3.37 -3.82 -2.20 -0.122
H -3.92 0.10 -0.71 0.018
H -4.26 -1.09 -1.98 0.064
H -4.38 2.15 -1.59 0.073
H -5.70 3.88 -2.75 0.106
H -5.35 4.29 -5.15 0.104
H -3.69 2.96 -6.41 0.105
H -2.40 1.20 -5.26 0.107
H 0.33 -0.18 -3.40 0.100
H 1.28 -1.66 -5.12 0.113
H -0.22 -3.16 -6.42 0.105
H -2.64 -3.14 -5.99 0.104
H -3.59 -1.64 -4.29 0.108
H -4.48 -4.11 0.08 0.094
H -5.98 -4.61 1.96 0.106
H -6.07 -3.10 3.90 0.104
H -4.66 -1.08 3.96 0.101
H -3.13 -0.59 2.06 0.071
H -0.37 -3.62 -0.66 0.094
H 0.00 -5.68 -2.03 0.107
H -1.80 -6.52 -3.48 0.106
H -3.98 -5.36 -3.55 0.107
H -4.32 -3.31 -2.23 0.104
C 1.91 -3.01 -2.10 -0.023
C 2.44 -1.97 -1.11 -0.507
C 3.85 -2.34 -0.68 -0.011
O 1.57 -1.94 0.03 -0.078
C 2.47 -0.58 -1.85 -0.656
O 3.07 -0.55 -2.92 0.030
O 1.90 0.39 -1.27 -0.176
H 1.92 -4.00 -1.66 0.084
H 2.56 -2.99 -2.98 0.092
H 0.90 -2.76 -2.41 0.061
H 3.86 -3.35 -0.25 0.090
H 4.23 -1.63 0.05 0.081
H 4.51 -2.33 -1.55 0.094
H 2.12 -1.74 0.80 0.048
C 3.17 1.83 5.28 -0.053
O 1.87 1.30 5.15 -0.093
C 0.90 2.05 4.58 -0.207
C 1.08 3.37 4.17 -0.001
C 0.01 4.14 3.75 -0.071
C -1.27 3.60 3.71 -0.084
C -1.46 2.28 4.07 -0.023
C -0.40 1.50 4.51 -0.173
N -0.70 0.23 5.01 0.125
C 0.05 -0.87 5.13 -0.002
C 1.22 -1.20 4.49 -0.145
C 2.03 -2.23 5.03 -0.040
C 3.27 -2.50 4.53 -0.095
C 3.77 -1.74 3.45 -0.065
C 3.00 -0.80 2.84 -0.042
C 1.65 -0.53 3.26 -0.380
O 0.88 0.19 2.60 -0.078
H 3.74 1.06 5.80 0.100
H 3.16 2.74 5.89 0.099
H 3.63 2.04 4.31 0.101
H 2.06 3.81 4.20 0.111
H 0.17 5.17 3.48 0.109
H -2.11 4.20 3.41 0.106
H -2.44 1.85 4.02 0.109
H -1.64 0.17 5.40 0.156
H -0.32 -1.58 5.87 0.138
H 1.66 -2.76 5.89 0.112
H 3.89 -3.27 4.97 0.097
H 4.78 -1.92 3.11 0.111
H 3.38 -0.19 2.03 0.104
Cl -2.70 1.90 0.72 0.745
C -1.36 2.96 0.62 -0.738
C -0.10 2.39 0.63 -0.292
C 0.96 3.28 0.69 -0.742
Cl 2.53 2.61 0.76 0.713
C 0.79 4.67 0.73 -0.735
Cl 2.14 5.72 0.88 0.681
C -0.50 5.19 0.63 -0.728
Cl -0.74 6.89 0.59 0.676
C -1.59 4.33 0.58 -0.731
Cl -3.18 4.97 0.47 0.672
```

Values from the calculation:
Total charge: 0
F_max: 1.62 eV/Å
Lowest unoccupied orbital energy: -0.550 eV
Total energy: -5625.3948 a.u.
Relative energy (zero: lowest compared OMol25 entry of this formula, charge and spin): 0.1418 eV

=====

[3]
Molecular formula: C49H43B2NO9
Method: DFT, the ωB97M-V functional and the def2-TZVPD basis

XYZ file:
```
104
Properties=species:S:1:pos:R:3:lowdin_charge:R:1
O -4.76 4.09 3.38 0.108
C -5.33 3.14 3.86 -0.277
C -4.62 1.86 4.13 -0.079
C -3.26 1.77 3.83 0.010
C -2.57 0.61 4.11 -0.064
C -3.23 -0.48 4.67 -0.050
C -4.59 -0.40 4.95 -0.002
C -5.28 0.77 4.68 -0.084
C -6.74 0.83 4.96 -0.278
O -7.33 -0.14 5.39 0.105
C -7.46 2.11 4.72 -0.083
C -8.81 2.20 5.01 -0.003
C -9.48 3.40 4.82 -0.058
C -8.80 4.51 4.32 -0.058
C -7.46 4.42 4.02 -0.003
C -6.78 3.22 4.21 -0.083
H -2.75 2.62 3.40 0.125
H -1.52 0.54 3.88 0.091
H -2.69 -1.39 4.90 0.108
H -5.11 -1.24 5.39 0.120
H -9.33 1.34 5.40 0.120
H -10.54 3.47 5.05 0.107
H -9.33 5.44 4.18 0.107
H -6.93 5.28 3.63 0.120
O -0.45 -5.98 -7.87 0.109
C 0.74 -5.78 -7.89 -0.276
C 1.48 -5.43 -6.64 -0.076
C 0.79 -5.36 -5.44 0.015
C 1.47 -5.08 -4.27 -0.069
C 2.84 -4.86 -4.29 -0.055
C 3.54 -4.91 -5.49 0.005
C 2.86 -5.20 -6.67 -0.079
C 3.62 -5.23 -7.95 -0.277
O 4.80 -4.97 -7.98 0.107
C 2.88 -5.60 -9.19 -0.083
C 3.58 -5.67 -10.39 -0.002
C 2.91 -6.04 -11.55 -0.057
C 1.56 -6.33 -11.52 -0.057
C 0.86 -6.25 -10.33 -0.002
C 1.51 -5.88 -9.16 -0.082
H -0.28 -5.54 -5.43 0.126
H 0.92 -5.03 -3.33 0.111
H 3.37 -4.65 -3.37 0.111
H 4.60 -4.74 -5.51 0.122
H 4.63 -5.45 -10.41 0.120
H 3.46 -6.10 -12.49 0.107
H 1.04 -6.63 -12.42 0.107
H -0.20 -6.47 -10.29 0.121
O 4.01 3.59 3.58 0.098
C 4.14 4.77 3.30 -0.275
C 4.84 5.18 2.06 -0.082
C 5.34 4.20 1.20 -0.004
C 5.97 4.57 0.02 -0.057
C 6.10 5.92 -0.31 -0.056
C 5.62 6.89 0.55 -0.001
C 4.99 6.53 1.73 -0.082
C 4.49 7.59 2.65 -0.277
O 4.67 8.77 2.39 0.108
C 3.77 7.18 3.88 -0.082
C 3.26 8.15 4.73 -0.001
C 2.56 7.79 5.86 -0.056
C 2.36 6.44 6.16 -0.056
C 2.87 5.46 5.32 -0.001
C 3.58 5.83 4.18 -0.082
H 5.23 3.16 1.46 0.118
H 6.36 3.81 -0.64 0.107
H 6.58 6.20 -1.23 0.108
H 5.72 7.94 0.30 0.121
H 3.42 9.20 4.50 0.121
H 2.16 8.55 6.52 0.108
H 1.80 6.16 7.04 0.108
H 2.72 4.42 5.54 0.119
C -2.96 -4.41 0.52 -0.067
C -1.83 -5.32 0.09 -0.270
O -0.74 -4.65 -0.51 -0.156
C -0.09 -3.68 0.33 -0.144
B -0.19 -2.27 -0.45 -0.106
C -1.27 -1.17 -0.11 -0.107
C -1.03 -0.50 1.26 -0.183
C -0.23 0.78 1.08 -0.230
O 0.22 1.31 2.31 -0.188
C 1.41 0.69 2.76 -0.101
B 0.92 -2.07 -1.70 -0.502
N 2.34 -1.68 -1.44 0.135
O 0.57 -2.33 -3.00 0.125
H -3.12 -3.62 -0.19 0.072
H -2.72 -3.96 1.48 0.069
H -3.88 -4.97 0.67 0.078
H -1.50 -5.96 0.91 0.119
H -2.23 -5.97 -0.68 0.116
H 0.96 -3.97 0.38 0.104
H -0.47 -3.66 1.35 0.103
H -2.28 -1.54 -0.17 0.097
H -1.21 -0.39 -0.87 0.099
H -0.56 -1.16 1.98 0.108
H -1.97 -0.19 1.70 0.094
H -0.86 1.52 0.59 0.131
H 0.61 0.62 0.40 0.119
H 1.47 -0.36 2.49 0.081
H 2.30 1.20 2.39 0.083
H 1.45 0.74 3.85 0.090
H 2.41 -0.81 -0.93 0.054
H 2.79 -2.41 -0.88 0.063
H 1.26 -2.92 -3.37 0.067
```

Values from the calculation:
Structure (SMILES): O=C1c2ccccc2C(=O)c2ccccc21.O=C1c2ccccc2C(=O)c2ccccc21.O=C1c2ccccc2C(=O)c2ccccc21.CCOCB(CCCOC)B(N)O
Total charge: 0
F_max: 1.21 eV/Å
Lowest unoccupied orbital energy: -1.002 eV
Total energy: -2674.7037 a.u.
Relative energy (zero: lowest compared OMol25 entry of this formula, charge and spin): 0.3390 eV

=====

[4]
Molecular formula: C49H43NO4P3SSe3TaTe
Method: DFT, the ωB97M-V functional and the def2-TZVPD basis

XYZ file:
```
106
Properties=species:S:1:pos:R:3:lowdin_charge:R:1
Ta 0.45 0.32 -0.81 1.096
O -1.89 2.83 0.39 -0.466
S -0.87 1.95 0.99 0.836
C 0.21 3.00 1.92 -0.379
C -0.34 4.09 2.61 -0.067
C 0.49 4.84 3.43 -0.024
C 1.84 4.50 3.55 -0.020
C 2.38 3.49 2.78 -0.040
C 1.57 2.74 1.92 -0.339
P 2.32 1.80 0.55 0.970
C 3.03 3.20 -0.38 -0.420
C 2.35 4.42 -0.38 -0.133
C 2.87 5.52 -1.05 -0.076
C 4.08 5.42 -1.71 -0.081
C 4.75 4.21 -1.74 -0.087
C 4.22 3.10 -1.10 -0.183
C 3.69 0.95 1.41 -0.336
C 3.40 -0.22 2.12 -0.085
C 4.38 -0.83 2.89 -0.046
C 5.65 -0.29 2.97 -0.048
C 5.93 0.89 2.29 -0.052
C 4.96 1.51 1.52 -0.087
C -1.69 0.99 2.28 -0.316
C -2.28 1.68 3.33 -0.042
C -2.94 0.99 4.33 -0.022
C -3.00 -0.40 4.29 -0.021
C -2.43 -1.08 3.23 -0.085
C -1.79 -0.40 2.19 -0.345
P -1.14 -1.38 0.80 1.103
C -0.25 -2.69 1.70 -0.354
C -0.29 -4.03 1.31 -0.070
C 0.48 -4.98 1.97 -0.049
C 1.30 -4.60 3.03 -0.043
C 1.33 -3.27 3.43 -0.051
C 0.56 -2.33 2.78 -0.105
C -2.57 -2.25 0.08 -0.338
C -3.83 -2.28 0.67 -0.093
C -4.86 -3.03 0.11 -0.050
C -4.63 -3.76 -1.05 -0.056
C -3.38 -3.75 -1.64 -0.059
C -2.36 -3.00 -1.08 -0.112
H -1.38 4.35 2.48 0.117
H 0.09 5.68 3.97 0.124
H 2.48 5.08 4.20 0.124
H 3.44 3.30 2.81 0.118
H 1.41 4.54 0.16 0.105
H 2.33 6.46 -1.03 0.117
H 4.50 6.29 -2.22 0.118
H 5.69 4.12 -2.28 0.120
H 4.74 2.16 -1.16 0.078
H 2.42 -0.67 2.07 0.063
H 4.14 -1.75 3.41 0.106
H 6.42 -0.77 3.56 0.116
H 6.92 1.34 2.37 0.116
H 5.20 2.44 1.04 0.097
H -2.23 2.75 3.39 0.101
H -3.39 1.53 5.15 0.125
H -3.49 -0.95 5.09 0.125
H -2.48 -2.16 3.21 0.125
H -0.94 -4.35 0.51 0.101
H 0.43 -6.01 1.67 0.117
H 1.90 -5.34 3.54 0.118
H 1.94 -2.97 4.27 0.114
H 0.58 -1.30 3.12 0.110
H -4.03 -1.74 1.59 0.092
H -5.83 -3.04 0.58 0.118
H -5.43 -4.35 -1.48 0.119
H -3.19 -4.33 -2.53 0.117
H -1.39 -3.01 -1.55 0.075
Se 2.84 0.18 -2.09 0.247
Se 2.53 0.81 -4.30 -0.020
Te 1.90 3.17 -3.79 0.578
Se 0.10 2.35 -2.22 0.142
O 2.63 -3.01 0.18 0.164
C 1.88 -2.25 -0.35 -0.598
O 1.61 -1.02 0.09 -0.453
C 1.12 -2.57 -1.61 -0.239
C 1.27 -3.83 -2.18 0.044
C 0.65 -4.07 -3.38 0.050
C -0.09 -3.04 -4.00 -0.136
C -0.68 -3.23 -5.27 -0.003
C -1.33 -2.21 -5.89 -0.033
C -1.42 -0.95 -5.26 -0.047
C -0.88 -0.74 -4.02 -0.074
C -0.20 -1.78 -3.35 -0.204
N 0.38 -1.58 -2.12 -0.017
H 1.88 -4.55 -1.67 0.139
H 0.73 -5.03 -3.87 0.137
H -0.58 -4.20 -5.75 0.127
H -1.77 -2.35 -6.87 0.121
H -1.91 -0.13 -5.77 0.123
H -0.93 0.24 -3.57 0.030
C -3.97 -0.31 -2.65 -0.122
P -3.18 0.92 -1.61 0.644
C -3.24 2.45 -2.53 -0.186
C -4.29 1.11 -0.22 -0.132
O -1.76 0.45 -1.23 -0.673
H -4.93 0.09 -2.97 0.079
H -4.13 -1.23 -2.09 0.039
H -3.36 -0.53 -3.52 0.042
H -4.29 2.67 -2.73 0.075
H -2.70 2.35 -3.47 0.050
H -2.80 3.26 -1.95 0.040
H -5.30 1.23 -0.63 0.080
H -4.04 1.98 0.38 0.051
H -4.28 0.21 0.39 0.038
```

Values from the calculation:
Total charge: +2
F_max: 0.91 eV/Å
Lowest unoccupied orbital energy: -6.252 eV
Total energy: -11200.0907 a.u.
Relative energy (zero: lowest compared OMol25 entry of this formula, charge and spin): 0.0427 eV